(1)
A cluster of 9 separate species, C32H62F15N4O14 in total. Source: the OMol25 dataset; level of theory: ωB97M-V with the def2-TZVPD basis set.

Each line ends with the Löwdin charge.
CARTESIAN COORDINATES (ANGSTROEM)
C: -2.69357 2.73122 3.86274  0.020
C: -1.53832 1.85552 4.35057  -0.316
O: -1.73584 0.84468 5.00287  0.131
N: -0.17667 2.25966 3.75909  0.094
H: -0.41284 2.33397 2.77991  0.087
H: 0.03449 3.20807 4.03483  0.168
C: 1.10218 1.49263 4.07636  0.042
H: -2.74249 3.76291 4.21103  0.089
H: -3.62151 2.23605 4.14880  0.093
H: -2.73540 2.89556 2.78601  0.069
H: 1.86999 2.06562 3.55650  0.103
H: 1.00131 0.46947 3.71432  0.088
H: 1.33471 1.66540 5.12716  0.096
C: 4.51563 -0.83034 -1.86232  0.028
C: 5.74414 -1.13996 -2.68585  -0.391
O: 6.26549 -0.35055 -3.41607  0.153
N: 6.13306 -2.60465 -2.53510  0.114
H: 7.05433 -2.60451 -2.12116  0.168
H: 5.67663 -3.02905 -1.74033  0.083
C: 5.93678 -3.36613 -3.91727  0.065
H: 4.79514 -1.13018 -0.85233  0.106
H: 3.67912 -1.47099 -2.14148  0.086
H: 4.19520 0.20056 -2.01288  0.085
H: 6.01627 -4.43537 -3.72102  0.097
H: 6.71563 -3.01538 -4.59437  0.087
H: 4.96227 -3.13252 -4.34607  0.079
C: -4.61067 5.90213 -0.23191  0.033
C: -3.30084 5.33849 0.29063  -0.338
O: -2.93991 5.40922 1.47844  0.096
N: -2.52701 4.47441 -0.64568  0.103
H: -1.97470 3.84301 -0.08320  0.105
H: -3.04560 3.90971 -1.30315  0.108
C: -1.41770 5.17342 -1.35557  0.025
H: -5.18454 6.23914 0.63134  0.092
H: -5.19602 5.10197 -0.68490  0.099
H: -4.35916 6.63443 -0.99910  0.091
H: -0.78862 5.62575 -0.58892  0.110
H: -1.95225 5.81267 -2.05821  0.105
H: -0.76959 4.54022 -1.96147  0.080
C: -3.27420 -7.92822 4.41796  -0.066
C: -2.67894 -7.05060 3.31315  -0.614
O: -3.32699 -6.22887 2.75303  -0.035
N: -1.19971 -7.11085 3.01095  0.031
H: -0.67477 -6.89380 3.84607  0.127
H: -0.79968 -7.98457 2.70001  0.148
C: -0.79620 -6.11845 1.93610  -0.018
H: -2.92216 -8.95978 4.42464  0.047
H: -4.33377 -7.78605 4.20534  0.076
H: -3.01649 -7.59084 5.42188  0.043
H: -1.22335 -5.13023 2.10658  0.086
H: -1.09040 -6.45493 0.94196  0.097
H: 0.29051 -6.13646 1.85341  0.074
C: 3.09132 -4.40804 -1.30433  -0.364
O: 3.07146 -3.83043 -2.63476  -0.159
O: 4.31245 -3.95215 -0.69195  -0.287
C: 1.66106 -4.29905 -0.57710  -0.556
F: 1.66144 -4.39766 0.76084  0.121
F: 1.01825 -3.13908 -0.90641  0.117
F: 0.84683 -5.26226 -0.90272  0.145
C: 2.22038 -4.33772 -3.65983  -0.267
C: 1.76579 -3.20378 -4.57718  -0.061
H: 1.23396 -2.30439 -4.26679  0.083
H: 2.65286 -2.86844 -5.11453  0.053
H: 1.16741 -3.71308 -5.33261  0.073
H: 1.36185 -4.88435 -3.26967  0.108
H: 2.74697 -5.09123 -4.24551  0.108
H: 3.28398 -5.47328 -1.43183  0.126
C: -0.19256 1.29469 0.28162  -0.388
O: -0.22713 0.39312 1.35608  -0.116
O: -0.60703 2.55472 0.79914  -0.240
C: 1.23145 1.14894 -0.37468  -0.528
F: 2.17325 0.78778 0.49716  0.125
F: 1.40364 0.20778 -1.35041  0.101
F: 1.70704 2.27207 -0.92656  0.123
C: -0.80001 -0.82951 1.05059  -0.262
C: -0.76843 -1.64352 2.34092  -0.055
H: -1.03231 -2.69921 2.27773  0.061
H: 0.26913 -1.64190 2.67493  0.067
H: -1.33137 -1.16164 3.14029  0.064
H: -0.22123 -1.38336 0.31143  0.108
H: -1.84821 -0.86321 0.75353  0.116
H: -0.95926 0.98357 -0.42794  0.134
C: -3.27461 1.91608 -2.95142  -0.407
O: -2.17212 2.68159 -3.52677  -0.131
O: -4.25161 2.90215 -2.62385  -0.243
C: -3.56665 0.72818 -3.91381  -0.505
F: -4.71750 0.09385 -3.58657  0.121
F: -3.80733 1.17133 -5.17596  0.105
F: -2.61628 -0.28150 -3.93585  0.081
C: -0.82748 2.26380 -3.43718  -0.277
C: 0.01794 3.02207 -4.49775  -0.068
H: 1.04579 2.68057 -4.62025  0.064
H: -0.32802 2.90980 -5.52527  0.068
H: -0.00248 4.08512 -4.25772  0.058
H: -0.65594 1.21564 -3.68220  0.108
H: -0.43782 2.51536 -2.45078  0.081
H: -2.88336 1.35318 -2.10397  0.125
C: 5.34093 5.83361 1.35037  -0.491
O: 5.21192 4.44607 1.33613  -0.118
O: 6.04878 6.06187 2.56176  -0.307
C: 5.89194 6.42785 -0.01939  -0.575
F: 6.79101 5.61222 -0.62386  0.107
F: 4.93928 6.70839 -0.91396  0.110
F: 6.51345 7.57257 0.25446  0.119
C: 4.33518 3.76774 0.46442  -0.259
C: 4.95425 2.35683 0.31546  -0.078
H: 4.74672 1.84801 1.25681  0.067
H: 4.51360 1.79849 -0.51048  0.029
H: 6.01105 2.23444 0.07822  0.071
H: 4.29670 4.15242 -0.55472  0.106
H: 3.32727 3.67316 0.86849  0.104
H: 4.36346 6.28013 1.53279  0.118
C: -5.76757 -0.13095 0.58148  -0.491
O: -5.88681 -1.22367 1.46874  -0.088
O: -7.01912 -0.05787 -0.06096  -0.277
C: -5.22746 1.17998 1.19374  -0.614
F: -5.32449 2.28603 0.48286  0.137
F: -5.74382 1.44512 2.40534  0.113
F: -3.92401 1.19504 1.39625  0.105
C: -4.77455 -1.80471 2.13465  -0.290
C: -5.09827 -3.11416 2.82911  -0.080
H: -5.53481 -3.82803 2.13060  0.076
H: -4.30392 -3.61100 3.38613  0.055
H: -5.85135 -2.81701 3.55896  0.067
H: -4.58872 -1.05720 2.90588  0.101
H: -3.85077 -1.93683 1.57137  0.097
H: -5.06823 -0.35351 -0.22442  0.127

HOMO (alpha / beta)   -0.0407 / -0.0539 Eh
Multiplicity   2
Frontier orbital gap (alpha / beta)   3.63 / 3.99 eV
<S²>   0.75
Total charge   -2


(2)
A cluster of 8 separate species, C32H62FN12O3P2S2 in total. Source: the OMol25 dataset; level of theory: ωB97M-V with the def2-TZVPD basis set.

Each line ends with the Löwdin charge.
CARTESIAN COORDINATES (ANGSTROEM)
C: 3.77932 1.44980 0.51150  -0.127
C: 2.64263 1.05064 -0.64775  -0.184
C: 1.27815 1.95336 -0.53288  -0.199
N: 0.01072 1.22384 -0.27352  -0.132
C: -1.25112 1.99941 -0.37195  -0.170
C: -1.23013 3.55699 0.10734  -0.248
C: -1.56841 4.59373 -1.16142  -0.465
S: 0.02096 5.13416 -1.99180  0.765
C: -0.25204 5.10495 -3.85802  -0.939
S: -1.52250 6.04466 -4.57084  0.597
N: 0.60317 4.31830 -4.82653  -0.236
C: -0.11469 3.12222 -5.41200  -0.235
C: -0.93642 2.20464 -4.32992  -0.118
C: 1.96576 3.97396 -4.26678  -0.267
C: 3.05540 3.85153 -5.52876  -0.092
C: 0.05135 0.13952 0.74690  -0.111
N: -0.13282 -1.36283 0.44351  -0.070
F: -1.50368 -1.52363 0.49295  -0.037
C: 0.22688 -1.69548 -0.98268  -0.135
C: -0.49903 -3.14331 -1.40254  -0.194
C: -1.84674 -2.95641 -2.31558  -0.204
C: -1.61551 -2.21896 -3.76121  -0.165
C: -0.10003 -2.44812 -4.40164  -0.208
O: -0.25653 -2.31550 -5.86600  -0.258
C: 0.49646 -1.16174 -6.39463  -0.122
N: 0.20044 0.41173 2.11359  -0.273
P: 0.19185 -0.96347 3.30477  0.752
N: -1.32568 -1.57224 3.50958  -0.280
P: 0.37122 2.03836 2.81932  0.968
O: 2.01358 2.04313 3.49602  -0.303
O: -0.80358 2.36903 4.06286  -0.309
H: 4.79896 1.76451 -0.02294  0.100
H: 3.46282 2.38179 1.15594  0.064
H: 3.94327 0.56515 1.29400  0.076
H: 3.17501 1.28965 -1.68284  0.122
H: 2.48619 -0.10590 -0.58731  0.082
H: 1.53866 2.82858 0.23637  0.109
H: 1.16454 2.51022 -1.58291  0.100
H: -1.58841 2.00041 -1.51728  0.122
H: -2.12600 1.41200 0.18929  0.154
H: -0.29152 3.89940 0.71294  0.067
H: -2.15844 3.69627 0.84541  0.121
H: -2.16153 5.49378 -0.65169  0.105
H: -2.30044 4.06974 -1.92063  0.086
H: 0.69652 2.40798 -5.91536  0.121
H: -0.80759 3.48985 -6.30469  0.135
H: -1.35396 1.26805 -4.93699  0.086
H: -0.21760 1.73742 -3.50221  0.070
H: -1.86670 2.75661 -3.85342  0.071
H: 2.00765 2.95576 -3.67646  0.097
H: 2.42530 4.82204 -3.56455  0.066
H: 2.46557 3.54013 -6.49891  0.074
H: 3.84336 3.01602 -5.28939  0.080
H: 3.55965 4.91233 -5.68024  0.084
H: -0.13021 -0.92751 -1.78840  0.120
H: 1.39524 -1.93508 -1.03949  0.144
H: 0.29630 -3.80845 -1.99291  0.069
H: -0.76916 -3.79523 -0.43889  0.116
H: -2.59484 -2.27347 -1.70314  0.107
H: -2.40684 -3.99101 -2.51708  0.131
H: -2.43862 -2.43913 -4.56908  0.130
H: -1.68340 -1.04621 -3.54926  0.097
H: 0.28958 -3.55449 -4.18400  0.139
H: 0.67563 -1.65786 -3.96379  0.120
H: 0.59798 -0.26472 -5.64071  0.075
H: 1.53317 -1.51860 -6.84128  0.108
H: -0.12276 -0.75205 -7.32872  0.112
H: 1.13163 -1.94655 2.80590  0.024
H: 0.63282 -0.46976 4.58510  0.034
H: -1.59783 -1.48646 4.52222  -0.022
H: 2.46133 1.18199 3.18206  0.055
H: -1.17918 3.28655 3.81751  0.092
C: 1.63971 -6.13487 1.65152  -0.081
C: 1.50777 -5.76100 0.18414  -0.170
N: 1.39834 -5.45097 -1.03328  0.105
H: 1.40823 -7.19471 1.78849  0.047
H: 2.66089 -5.94626 1.99391  0.077
H: 0.94696 -5.53860 2.25183  0.063
C: -2.29608 -6.86421 2.66483  -0.080
C: -1.37805 -7.86110 1.97648  -0.203
N: -0.61644 -8.68824 1.40552  0.103
H: -2.96702 -7.38771 3.35142  0.043
H: -1.70307 -6.13969 3.22963  0.071
H: -2.89368 -6.33173 1.91974  0.079
C: -1.78463 -10.23831 4.99442  -0.060
C: -2.24633 -8.86859 5.46464  -0.182
N: -2.62926 -7.73224 5.85486  0.101
H: -0.74934 -10.40873 5.30223  0.083
H: -2.41832 -11.01534 5.43059  0.083
H: -1.84653 -10.29857 3.90430  0.067
C: 2.68654 8.34209 -4.01136  -0.108
C: 3.27218 7.23405 -3.15132  -0.206
N: 3.75802 6.31470 -2.43792  0.085
H: 2.78552 8.08459 -5.06943  0.078
H: 1.62745 8.47697 -3.77527  0.070
H: 3.21588 9.28007 -3.82212  0.043
C: 2.74189 9.44955 0.62457  -0.066
C: 2.60995 9.82342 -0.84281  -0.145
N: 2.50052 10.13345 -2.06023  0.102
H: 2.51041 8.38971 0.76154  0.073
H: 3.76306 9.63816 0.96696  0.080
H: 2.04913 10.04582 1.22488  0.078
C: -4.09528 0.33137 5.10699  -0.095
C: -5.12402 0.24585 6.22269  -0.208
N: -5.97753 0.17477 7.14825  0.096
H: -3.76376 -0.67251 4.82780  0.050
H: -4.53429 0.81772 4.23159  0.075
H: -3.23077 0.91189 5.44082  0.061
C: -1.89492 -6.53677 8.97069  -0.103
C: -1.98735 -6.76420 10.47073  -0.214
N: -2.06405 -6.95275 11.71522  0.083
H: -2.42649 -5.62065 8.69905  0.073
H: -0.84737 -6.44259 8.67176  0.071
H: -2.34300 -7.37986 8.43755  0.039

HOMO   -0.3908 Eh
Frontier orbital gap   4.78 eV
Total charge   +1


Look up the total charge of the first one.
-2


The lowest total charge belongs to which entry?
C32H62F15N4O14